(1)
An isolated molecule of C2H2N2O, computed with ωB97M-V with the def2-TZVPD basis set.

```
! wB97M-V def2-TZVPD RIJCOSX def2/J DEFGRID3
* xyz 0 1
C -1.21124 0.51356 -0.00467
C -0.58236 -0.74283 -0.09354
N -1.56249 1.59484 0.09333
N 1.08653 -0.07683 0.24538
O -0.77342 -1.88876 -0.29773
H 1.14155 0.98484 0.24783
H 1.90143 -0.38483 -0.19059
*
```

Properties
HOMO level	-10.1	eV
frontier orbital gap	9.2	eV
structure (SMILES)	N#CC(N)=O

(2)
An isolated molecule of C2H2N2O, computed with ωB97M-V with the def2-TZVPD basis set.

```
! wB97M-V def2-TZVPD RIJCOSX def2/J DEFGRID3
* xyz 0 1
C -1.46399 -2.23721 -0.19078
C -0.47281 -0.09039 0.13333
N -2.19647 -3.14263 -0.24993
N -0.54567 -1.37568 -0.20523
O -1.52773 0.36513 0.58870
H 0.47032 0.03988 0.74978
H -0.01421 0.45759 -0.74929
*
```

Properties
HOMO level (spin up / spin down)	-10.2 / -10.2	eV
frontier orbital gap (spin up / spin down)	6.4 / 6.4	eV

(3)
A 2-piece molecular cluster, C2H2N2O overall, computed with ωB97M-V with the def2-TZVPD basis set.

```
! wB97M-V def2-TZVPD RIJCOSX def2/J DEFGRID3
* xyz 0 1
C 0.64725 1.29012 0.01802
C 0.80053 0.10420 -0.08482
N -1.61438 -0.75061 0.00892
N -2.42623 -0.02470 -0.14629
O 1.06719 -1.12686 -0.15535
H 0.10073 2.10504 -0.22666
H 1.42489 -1.59719 0.58618
*
```

Properties
HOMO level	-9.5	eV
frontier orbital gap	10.0	eV
structure (SMILES)	C#CO.N#N

(4)
A 2-piece molecular cluster, C2H2N2O overall, computed with ωB97M-V with the def2-TZVPD basis set.

```
! wB97M-V def2-TZVPD RIJCOSX def2/J DEFGRID3
* xyz 0 1
C -0.99808 0.26004 1.26773
C 1.08808 0.81327 0.12968
N -1.53132 -0.39155 0.46759
N 1.46644 0.19520 -0.74756
O 1.84180 -0.48317 -1.88637
H -0.84276 1.04458 2.02308
H 2.43030 0.01530 -2.47846
*
```

Properties
HOMO level	-10.8	eV
frontier orbital gap	11.0	eV

(5)
An isolated molecule of C2H2N2O, computed with ωB97M-V with the def2-TZVPD basis set.

```
! wB97M-V def2-TZVPD RIJCOSX def2/J DEFGRID3
* xyz 0 1
O 0.65089 1.98733 0.19390
C -0.22282 1.15935 0.11604
C -0.04539 -0.10987 0.82924
N 0.81169 -0.88658 0.30712
N 0.51881 -1.79466 -0.51478
H -1.19677 1.33469 -0.39218
H -0.51641 -1.69026 -0.53934
*
```

Properties
HOMO level	-10.0	eV
frontier orbital gap	8.6	eV

(6)
An isolated molecule of C2H2N2O, computed with ωB97M-V with the def2-TZVPD basis set.

```
! wB97M-V def2-TZVPD RIJCOSX def2/J DEFGRID3
* xyz 0 3
C -0.08344 -0.66005 -0.47928
C 0.84872 0.28113 -0.31557
N 0.01374 -1.45809 -1.58235
N 1.12442 -1.38112 -2.09699
O 1.82161 -1.82433 -2.91259
H -0.86583 -0.64588 0.24252
H 0.96047 1.08874 0.50779
*
```

Properties
⟨S²⟩	2.0167
HOMO level (spin up / spin down)	-8.8 / -9.4	eV
frontier orbital gap (spin up / spin down)	8.9 / 7.9	eV

Electronic energy across the listed records, respectively: -262.071986 -261.956212 -262.087810 -261.987242 -261.977992 -261.906115 a.u..
Largest force on an atom across the listed records, respectively: 6.0 4.7 2.6 6.0 1.6 4.5 eV Å⁻¹.
Energy relative to the best compared isomer or geometry (same formula, charge and spin) across the listed records, respectively: 2.5016 5.6520 2.0711 4.8076 5.0593 3.5449 eV.